(1)
{
  "formula": "C36H29ClO9",
  "method": "ωB97M-V/def2-TZVPD",
  "smiles": "CC(=O)OCCOC(=O)OC[C@H](C)Cl.O=C1c2ccccc2C(=O)c2ccccc21.O=C1c2ccccc2C(=O)c2ccccc21",
  "multiplicity": 1,
  "largest_force_ev_per_a": 9.68,
  "total_energy_ha": -2526.39372,
  "species": ["C", "C", "O", "O", "C", "C", "O", "C", "O", "O", "C", "C", "C", "Cl", "H", "H", "H", "H", "H", "H", "H", "H", "H", "H", "H", "H", "H", "O", "C", "C", "C", "C", "C", "C", "C", "C", "O", "C", "C", "C", "C", "C", "C", "H", "H", "H", "H", "H", "H", "H", "H", "O", "C", "C", "C", "C", "C", "C", "C", "C", "O", "C", "C", "C", "C", "C", "C", "H", "H", "H", "H", "H", "H", "H", "H"],
  "positions_angstrom": [[-3.5172, 0.5729, 3.7590], [-2.8050, 1.2390, 2.4003], [-3.4392, 1.0264, 1.2179], [-1.5711, 2.0386, 2.4351], [-1.8375, 3.4837, 2.4901], [-3.3031, 3.9022, 3.0934], [-3.4433, 5.3732, 3.3551], [-4.5427, 5.4280, 4.3711], [-4.4967, 6.2662, 5.4419], [-5.7435, 4.5317, 4.3143], [-6.7795, 5.0999, 3.4378], [-7.3804, 4.0410, 2.3187], [-7.4381, 2.4797, 2.8382], [-6.4720, 4.0817, 0.6988], [-4.5354, 1.1828, 3.8837], [-3.6932, -0.5809, 3.6639], [-2.8250, 0.8889, 4.6558], [-0.9536, 3.9587, 3.1361], [-1.7379, 3.9571, 1.4174], [-3.4024, 3.3838, 4.1459], [-4.2154, 3.6454, 2.3679], [-6.4396, 6.1288, 2.9627], [-7.7027, 5.3646, 4.1465], [-8.5085, 4.3573, 2.0936], [-7.2731, 2.3681, 4.0093], [-6.6274, 1.8549, 2.2241], [-8.5063, 2.0069, 2.6277], [5.3700, 0.2437, 1.1044], [4.2783, -0.3054, 1.1870], [3.0611, 0.3710, 0.6941], [3.1616, 1.6402, 0.1095], [2.0220, 2.2684, -0.3947], [0.7827, 1.6334, -0.3186], [0.6777, 0.3765, 0.2793], [1.8182, -0.2533, 0.7923], [1.6947, -1.5748, 1.4390], [0.5950, -2.0986, 1.5744], [2.9134, -2.2595, 1.9138], [2.8116, -3.5297, 2.4964], [3.9616, -4.1991, 2.9174], [5.2130, -3.6046, 2.7582], [5.3153, -2.3325, 2.1911], [4.1621, -1.6559, 1.7726], [4.1265, 2.1396, 0.0416], [2.1024, 3.2520, -0.8524], [-0.1034, 2.1176, -0.7230], [-0.2940, -0.1110, 0.3399], [1.8385, -4.0023, 2.6194], [3.8809, -5.1870, 3.3659], [6.1102, -4.1303, 3.0776], [6.2959, -1.8740, 2.0732], [3.1867, -4.7150, -6.3230], [2.8280, -3.7905, -5.6041], [1.8491, -2.7983, -6.0934], [1.3132, -2.9297, -7.3812], [0.3582, -2.0193, -7.8358], [-0.0647, -0.9791, -7.0088], [0.4810, -0.8361, -5.7321], [1.4444, -1.7439, -5.2758], [2.0291, -1.5744, -3.9307], [1.7140, -0.6167, -3.2338], [2.9924, -2.5768, -3.4340], [3.5259, -2.4452, -2.1451], [4.4112, -3.4060, -1.6543], [4.7651, -4.4981, -2.4460], [4.2457, -4.6235, -3.7363], [3.3612, -3.6575, -4.2336], [1.6344, -3.7425, -8.0302], [-0.0603, -2.1254, -8.8343], [-0.8184, -0.2770, -7.3585], [0.1498, -0.0185, -5.0939], [3.2504, -1.5978, -1.5194], [4.8213, -3.3042, -0.6518], [5.4477, -5.2521, -2.0599], [4.5296, -5.4775, -4.3492]],
  "forces_ev_per_angstrom": [[0.92, 1.93, -0.16], [-3.57, -1.43, -5.83], [4.43, 1.60, 7.55], [-3.58, -0.59, 0.74], [0.48, 2.36, -0.39], [-0.40, -1.25, 0.06], [-3.29, -1.77, 2.96], [0.05, 4.29, 5.37], [0.08, -5.70, -7.82], [2.79, 2.41, -1.62], [-1.80, 0.82, -0.40], [-1.17, -0.30, 1.20], [0.00, -0.50, -0.04], [-0.59, 0.17, 1.33], [2.15, -1.55, -0.41], [0.47, 2.46, 0.01], [-1.42, -1.03, -1.63], [-2.13, -1.13, -1.23], [-0.26, -1.13, 1.96], [0.08, 0.71, -2.22], [2.29, 0.08, 1.57], [-0.60, -2.33, 0.76], [2.01, -0.67, -1.45], [2.72, -0.38, 0.38], [-0.13, 0.44, -2.56], [-1.78, 1.34, 1.59], [2.32, 1.12, 0.25], [-0.57, -0.37, 0.06], [1.20, 0.81, -0.16], [-0.19, 0.50, -0.26], [-0.23, 0.11, -0.12], [0.18, -0.28, 0.17], [0.12, -0.30, 0.19], [-0.01, 0.26, -0.13], [-0.30, 0.46, -0.32], [-1.44, -0.51, 0.07], [0.70, 0.27, -0.03], [0.30, -0.55, 0.28], [0.28, -0.16, 0.08], [-0.24, 0.25, -0.15], [-0.07, 0.35, -0.17], [0.01, -0.32, 0.14], [0.28, -0.58, 0.26], [-0.16, -0.28, 0.08], [0.01, -0.19, 0.08], [0.14, -0.13, 0.09], [0.30, 0.02, 0.07], [0.16, 0.27, -0.13], [0.00, 0.19, -0.09], [-0.16, 0.12, -0.06], [-0.33, 0.05, -0.03], [-0.21, 0.54, 0.42], [0.43, -1.10, -0.85], [-0.39, 0.22, -0.46], [-0.23, 0.20, -0.09], [0.24, -0.18, 0.21], [0.22, -0.05, 0.32], [-0.15, -0.01, -0.30], [-0.40, 0.16, -0.47], [-0.40, 1.18, 0.88], [0.20, -0.58, -0.41], [0.38, -0.20, 0.48], [0.20, -0.26, 0.11], [-0.24, 0.19, -0.21], [-0.21, 0.07, -0.36], [0.14, 0.02, 0.32], [0.37, -0.24, 0.50], [0.02, 0.13, 0.30], [0.09, 0.00, 0.19], [0.15, -0.12, 0.08], [0.21, -0.26, -0.03], [-0.06, -0.11, -0.28], [-0.08, 0.00, -0.14], [-0.13, 0.14, -0.09], [-0.17, 0.29, 0.01]]
}


(2)
{
  "formula": "C5H10O2",
  "method": "ωB97M-V/def2-TZVPD",
  "de_lowest_ev": 1.899,
  "smiles": "C[C@@H]1[C@H](O)C[C@@H]1O",
  "multiplicity": 1,
  "largest_force_ev_per_a": 0.35,
  "species": ["C", "C", "C", "O", "C", "C", "O", "H", "H", "H", "H", "H", "H", "H", "H", "H", "H"],
  "positions_angstrom": [[0.9311, -0.8499, -1.3833], [-0.0723, -0.7631, -0.2501], [-1.1323, 0.3801, -0.2571], [-0.7505, 1.5538, -0.9395], [-0.8798, 0.5686, 1.2479], [0.4227, -0.2571, 1.1238], [1.5860, 0.5205, 0.9575], [0.4434, -1.1441, -2.3204], [1.7036, -1.5945, -1.1667], [1.4333, 0.1102, -1.5225], [-0.5888, -1.7224, -0.1136], [-2.1508, 0.0801, -0.5441], [-0.7987, 1.3796, -1.8862], [-1.6341, 0.0706, 1.8660], [-0.7699, 1.6116, 1.5633], [0.5797, -1.0305, 1.8916], [1.6774, 1.0867, 1.7335]],
  "forces_ev_per_angstrom": [[0.03, 0.01, -0.04], [0.03, -0.06, -0.09], [-0.19, -0.22, 0.15], [-0.01, 0.01, -0.20], [-0.07, 0.04, 0.09], [-0.20, -0.25, 0.13], [0.14, 0.20, 0.22], [0.05, 0.07, 0.11], [-0.11, 0.07, 0.00], [-0.08, -0.12, -0.02], [0.06, 0.17, -0.01], [0.16, 0.04, 0.04], [0.05, 0.06, 0.04], [0.12, 0.09, -0.09], [0.00, -0.17, -0.04], [-0.02, 0.14, -0.13], [0.05, -0.07, -0.14]]
}


(3)
{
  "formula": "C44H60BN8O2SeTe4Ti",
  "method": "ωB97M-V/def2-TZVPD",
  "de_lowest_ev": 0.575,
  "multiplicity": 2,
  "largest_force_ev_per_a": 2.95,
  "species": ["Ti", "C", "C", "C", "C", "N", "N", "B", "N", "C", "C", "C", "C", "N", "N", "C", "C", "C", "C", "N", "N", "C", "C", "C", "C", "N", "H", "H", "H", "H", "H", "H", "H", "H", "H", "H", "H", "H", "H", "H", "H", "H", "H", "H", "H", "H", "C", "C", "C", "C", "C", "C", "C", "Se", "C", "C", "C", "C", "C", "C", "O", "C", "C", "C", "C", "C", "C", "C", "C", "C", "O", "C", "C", "C", "C", "C", "C", "H", "H", "H", "H", "H", "H", "H", "H", "H", "H", "H", "H", "H", "H", "H", "H", "H", "H", "H", "H", "H", "H", "H", "H", "H", "H", "H", "H", "H", "H", "H", "H", "H", "H", "H", "H", "H", "H", "H", "H", "Te", "Te", "Te", "Te"],
  "positions_angstrom": [[-0.5744, 0.2921, 0.9191], [-2.3131, 3.0597, 0.3865], [-1.6215, 2.9753, 1.7038], [-1.3352, 4.0275, 2.5640], [-0.8231, 3.4278, 3.6937], [-0.8090, 2.1049, 3.5232], [-1.2936, 1.8023, 2.2833], [-0.4572, 0.9869, 4.5736], [-1.3598, -0.2144, 4.3201], [-2.5613, -0.4885, 4.9672], [-3.2139, -1.6248, 4.6965], [-2.6534, -2.4814, 3.6414], [-2.9354, -3.9622, 3.7270], [-1.0235, -1.2549, 1.7249], [1.0283, 0.6236, 4.2871], [2.1080, 0.8878, 5.0332], [3.2231, 0.5646, 4.2947], [2.7327, 0.1042, 3.0679], [3.5887, -0.3303, 1.9222], [1.3954, 0.1466, 3.0532], [-0.6187, 1.4840, 6.0169], [-1.4966, 2.3677, 6.5580], [-1.6189, 2.0857, 7.8926], [-0.7829, 0.9664, 8.0982], [-0.5484, 0.2002, 9.3621], [-0.2013, 0.6007, 6.9686], [-3.3789, 3.2107, 0.5613], [-2.2241, 2.1505, -0.2043], [-1.9307, 3.8972, -0.1912], [-1.4801, 5.0803, 2.3827], [-0.4684, 3.8635, 4.6131], [-2.9217, 0.2655, 5.6567], [-4.1670, -1.8759, 5.1407], [-2.7336, -4.3201, 4.7389], [-2.3311, -4.5411, 3.0259], [-3.9862, -4.1458, 3.5050], [2.0078, 1.2544, 6.0408], [4.2586, 0.6360, 4.5887], [4.6335, -0.2057, 2.2005], [3.4051, 0.2734, 1.0338], [3.4394, -1.3787, 1.6659], [-1.9755, 3.1265, 5.9617], [-2.2168, 2.6045, 8.6254], [-1.0556, 0.6759, 10.2004], [0.5159, 0.1380, 9.5884], [-0.9256, -0.8178, 9.2641], [5.7218, -0.2491, -3.3045], [4.4872, 0.4055, -3.9437], [3.8556, -0.5734, -4.9450], [4.9422, 1.6497, -4.7065], [3.4714, 0.7360, -2.8487], [2.9317, -0.2812, -2.0736], [1.9988, 0.0185, -1.0999], [1.1957, -1.3646, -0.0400], [-0.1299, -1.8976, -1.3370], [0.1939, -2.9394, -2.1790], [-0.6886, -3.3156, -3.1879], [-1.8704, -2.5949, -3.2740], [-2.2203, -1.5178, -2.4509], [-1.3207, -1.1641, -1.4463], [-1.5351, -0.1554, -0.5634], [-3.5774, -0.8406, -2.7204], [-4.6810, -1.7940, -2.2379], [-3.7395, -0.5877, -4.2314], [-3.7433, 0.5098, -2.0121], [-0.3104, -4.4310, -4.1616], [0.8836, -3.9569, -5.0036], [0.0869, -5.6929, -3.3815], [-1.4626, -4.7875, -5.1020], [1.5514, 1.3197, -0.8331], [0.5951, 1.4869, 0.1033], [2.1178, 2.3655, -1.5787], [3.0467, 2.0312, -2.5659], [1.6635, 3.8164, -1.3927], [1.6591, 4.2111, 0.0921], [2.5813, 4.8093, -2.1144], [0.2558, 3.9356, -1.9933], [6.4687, -0.4789, -4.0697], [6.1746, 0.4213, -2.5701], [5.4603, -1.1803, -2.7970], [4.5752, -0.8270, -5.7285], [3.5456, -1.5011, -4.4590], [2.9749, -0.1292, -5.4152], [5.6587, 1.3584, -5.4779], [4.1027, 2.1457, -5.2005], [5.4356, 2.3685, -4.0475], [3.2146, -1.3172, -2.2240], [1.1404, -3.4468, -2.0362], [-2.5851, -2.8766, -4.0340], [-4.7028, -2.7066, -2.8407], [-4.5257, -2.0807, -1.1974], [-5.6615, -1.3130, -2.2994], [-3.9243, -1.5052, -4.7936], [-4.5989, 0.0668, -4.3953], [-2.8532, -0.1014, -4.6474], [-3.7971, 0.4004, -0.9307], [-2.9278, 1.1925, -2.2639], [-4.6843, 0.9621, -2.3355], [1.7462, -3.7318, -4.3719], [1.1777, -4.7332, -5.7159], [0.6278, -3.0540, -5.5625], [0.9897, -5.5345, -2.7877], [-0.7168, -5.9979, -2.7067], [0.2852, -6.5148, -4.0745], [-1.7395, -3.9437, -5.7390], [-1.1574, -5.6089, -5.7543], [-2.3459, -5.1106, -4.5443], [3.4587, 2.8347, -3.1553], [2.6620, 4.1040, 0.5146], [1.3563, 5.2575, 0.1917], [0.9753, 3.6032, 0.6800], [3.6173, 4.7056, -1.7828], [2.5461, 4.6934, -3.1998], [2.2530, 5.8251, -1.8846], [-0.3916, 3.1452, -1.6216], [-0.1910, 4.9044, -1.7467], [0.3026, 3.8476, -3.0817], [-0.5810, -1.8272, 3.4826], [-4.6231, 0.4936, 2.1262], [-5.8228, -2.5671, 1.7823], [-3.1796, -1.6367, 1.5712]],
  "forces_ev_per_angstrom": [[0.19, 0.68, 0.20], [0.06, -0.02, 0.10], [-0.20, -0.18, 0.02], [0.03, 0.19, -0.03], [0.11, 0.02, 0.04], [-0.28, -0.16, 0.16], [0.15, 0.61, -0.16], [-0.03, 0.01, -0.19], [0.80, 0.01, 0.50], [-0.03, 0.13, -0.08], [-0.03, -0.08, 0.05], [0.38, 0.24, -0.30], [0.19, -0.02, 0.02], [0.96, -0.80, 0.68], [-0.12, 0.01, 0.07], [0.00, -0.12, 0.02], [0.12, -0.04, -0.01], [0.11, 0.08, 0.04], [-0.08, 0.02, 0.04], [-0.12, 0.38, 0.09], [-0.10, -0.11, -0.11], [0.04, 0.02, -0.13], [0.02, -0.01, 0.14], [0.00, -0.07, -0.03], [0.01, 0.06, -0.05], [-0.06, 0.16, 0.01], [-0.04, -0.02, 0.00], [0.02, -0.03, -0.07], [0.02, 0.02, -0.03], [-0.02, -0.07, 0.02], [0.02, -0.01, -0.04], [0.01, -0.03, 0.02], [0.00, 0.05, 0.00], [0.02, -0.02, -0.01], [-0.04, -0.03, -0.04], [-0.08, -0.01, 0.00], [-0.04, -0.01, -0.05], [-0.09, 0.02, 0.00], [0.02, 0.00, -0.03], [0.01, 0.01, -0.01], [-0.01, -0.04, 0.01], [-0.05, -0.06, 0.04], [0.03, -0.02, -0.07], [0.02, -0.01, -0.01], [0.00, 0.01, 0.01], [-0.01, -0.01, 0.02], [-0.02, 0.01, -0.01], [-0.01, -0.03, 0.05], [0.00, 0.02, 0.00], [-0.01, 0.00, -0.01], [0.04, 0.01, 0.00], [-0.06, -0.01, 0.08], [0.01, -0.12, -0.01], [-0.02, 0.22, -0.62], [0.22, -0.03, 0.08], [-0.09, -0.01, 0.03], [-0.03, 0.05, 0.02], [-0.01, -0.05, -0.07], [-0.27, 0.13, -0.17], [0.10, -0.19, 0.06], [0.19, 0.08, -0.26], [0.07, 0.00, 0.06], [-0.03, 0.03, -0.03], [-0.01, 0.01, 0.01], [-0.05, -0.06, -0.04], [0.00, 0.01, 0.05], [0.00, -0.04, -0.02], [-0.03, 0.00, 0.00], [-0.01, 0.00, 0.01], [0.07, -0.30, 0.06], [0.99, 0.64, -0.67], [-0.05, 0.20, 0.00], [0.03, -0.02, 0.01], [0.03, -0.01, 0.02], [-0.03, -0.03, 0.04], [-0.02, -0.03, -0.01], [-0.01, 0.05, -0.02], [-0.03, 0.00, 0.04], [0.00, -0.03, -0.02], [0.02, 0.03, -0.01], [-0.04, 0.00, 0.03], [0.01, 0.03, -0.03], [0.03, -0.02, 0.01], [-0.02, 0.02, 0.02], [0.04, 0.00, 0.02], [-0.02, -0.02, -0.04], [0.03, 0.04, -0.02], [-0.01, -0.02, -0.05], [0.02, 0.02, 0.01], [0.00, 0.04, 0.05], [-0.05, 0.01, 0.02], [0.06, -0.03, -0.05], [0.05, 0.03, 0.02], [0.03, -0.05, -0.01], [-0.06, 0.02, 0.02], [0.01, 0.04, -0.03], [-0.04, 0.01, 0.01], [0.04, -0.02, -0.02], [-0.02, 0.00, -0.03], [0.00, 0.03, 0.03], [0.02, -0.02, 0.01], [-0.05, -0.01, -0.01], [0.04, -0.01, -0.03], [0.01, 0.04, 0.03], [-0.01, -0.04, 0.03], [-0.01, 0.04, 0.02], [0.03, 0.02, -0.05], [0.01, 0.02, 0.03], [-0.03, 0.02, 0.00], [0.04, -0.02, -0.02], [0.03, 0.03, -0.03], [-0.02, 0.03, -0.02], [0.02, 0.01, 0.03], [0.01, -0.02, -0.01], [-0.05, -0.01, 0.04], [0.03, -0.04, -0.02], [-0.01, -0.01, 0.03], [-0.61, -0.30, 0.61], [0.03, 0.40, 0.14], [0.05, -0.06, 0.15], [-2.50, -1.51, -0.42]]
}